No. 1
C32H40BCl4N7O2W as an isolated structure. Source: the OMol25 dataset; level of theory: ωB97M-V/def2-TZVPD.

Computed properties:
HOMO, eV: -6.916
Energy, Ha: -3710.00449
Energy above the lowest of the compared OMol25 structures with the same formula, charge and spin, eV: 0.000

XYZ file:
```
87
C32H40BCl4N7O2W (ωB97M-V/def2-TZVPD)
W 0.0081 -0.3595 -0.5217
C 1.0291 0.5019 1.5154
C -0.3305 0.9197 1.6236
C -1.1401 -0.2909 1.5936
C -0.2041 -1.3980 1.4872
C 1.1427 -0.9131 1.5124
C 2.3033 -1.6918 2.1249
C 1.9794 -1.8180 3.6288
C 2.4305 -3.0982 1.5334
C 3.6325 -0.9411 1.9934
C -2.5601 -0.6007 2.1177
C -3.7039 0.0382 1.3195
C -2.6432 -0.1705 3.5948
C -2.8363 -2.1164 2.1077
C -0.5653 2.3747 2.0677
C -1.9489 2.9446 1.7540
C 0.4714 3.3081 1.4118
C -0.3300 2.4582 3.5886
H 1.8748 1.1577 1.6635
H -0.4527 -2.4314 1.6903
H 1.0607 -2.3771 3.7876
H 1.8632 -0.8400 4.0908
H 2.7893 -2.3366 4.1335
H 1.5460 -3.6904 1.7512
H 3.2941 -3.6039 1.9615
H 2.5502 -3.0671 0.4556
H 3.6217 -0.0203 2.5719
H 3.8566 -0.7056 0.9589
H 4.4333 -1.5644 2.3820
H -3.5068 1.0680 1.0576
H -4.6146 0.0065 1.9131
H -3.8834 -0.5308 0.4114
H -2.8174 0.8944 3.6985
H -1.7296 -0.4346 4.1246
H -3.4743 -0.6870 4.0721
H -2.6679 -2.5536 1.1275
H -3.8832 -2.2719 2.3610
H -2.2386 -2.6399 2.8520
H -2.1517 2.9071 0.6867
H -1.9851 3.9868 2.0671
H -2.7277 2.4195 2.2947
H 0.5246 3.1539 0.3368
H 1.4641 3.1779 1.8356
H 0.1865 4.3429 1.5849
H -1.0836 1.9136 4.1453
H -0.3697 3.5005 3.8969
H 0.6432 2.0584 3.8571
N 3.3996 -0.6292 -1.1704
C 2.9366 0.6013 -1.4926
N 3.8053 1.4393 -2.0245
C 3.3282 2.6642 -2.3212
N 4.2208 3.5877 -2.7225
N 2.0569 3.0078 -2.2403
C 1.2144 2.0959 -1.7307
N 1.6543 0.8919 -1.1840
C -0.1819 2.3114 -1.8042
C -0.7099 3.3698 -2.5768
C -2.0415 3.4062 -2.8731
C -2.8679 2.3793 -2.3627
C -2.3158 1.4234 -1.5553
N -1.0107 1.3723 -1.2045
H 4.2793 -0.8778 -1.5951
H 2.7127 -1.3659 -1.0221
H 5.1514 3.2826 -2.9436
H 3.8712 4.4544 -3.0889
H -0.0127 4.0981 -2.9546
H -2.4547 4.1732 -3.5099
H -3.9141 2.3289 -2.6156
H -2.9418 0.6399 -1.1546
Cl 1.0543 -3.1240 -6.7858
C 0.9989 -2.8898 -5.0853
C 1.4683 -3.8774 -4.2279
Cl 2.0773 -5.3502 -4.8716
C 1.4707 -3.6652 -2.8476
Cl 2.1003 -4.8597 -1.7813
C 0.9658 -2.4803 -2.3204
O 0.9998 -2.1291 -1.0429
C 0.4439 -1.4911 -3.1958
O -0.0053 -0.4051 -2.6016
C 0.4922 -1.6953 -4.5725
Cl -0.0445 -0.4447 -5.6203
B -3.9635 -2.1899 -2.0810
C -2.6030 -1.8428 -1.4932
N -1.6443 -1.4539 -0.9402
H -4.4848 -2.9720 -1.3425
H -4.5460 -1.1361 -2.0884
H -3.8165 -2.6281 -3.1771
```

=====

No. 2
C7H15FeN2Te as an isolated structure. Source: the OMol25 dataset; level of theory: ωB97M-V/def2-TZVPD.

Computed properties:
HOMO (spin up / spin down), eV: 0.232 / -3.383
Energy, Ha: -1916.85360
Spin multiplicity: 5
Net charge: -1
Expectation value of S²: 6.03

XYZ file:
```
26
C7H15FeN2Te (ωB97M-V/def2-TZVPD)
C -1.3655 -0.1245 -3.1292
Fe -1.2643 -0.6238 -1.3140
N -0.3271 -1.6292 0.3986
N -2.9911 -1.7495 -0.8684
H -0.4546 -1.0506 1.2370
H -0.7508 -1.1353 -2.5669
H -0.5917 0.4279 -3.6578
H -1.8256 0.5638 -2.3773
H -2.1380 -0.5444 -3.7763
H -3.3764 -1.5076 0.0497
H -2.7832 -2.7522 -0.8540
H -3.7548 -1.6320 -1.5420
H -0.7155 -2.5502 0.6249
H 0.6852 -1.7545 0.3180
Te -1.2881 1.5085 -0.0037
C 0.6325 1.4437 0.8908
C 1.7869 1.5410 0.0971
C 3.0453 1.4100 0.7029
C 3.1447 1.2130 2.0907
C 1.9870 1.1444 2.8757
C 0.7219 1.2685 2.2894
H 1.6755 1.7066 -0.9762
H 3.9490 1.4687 0.0972
H 4.1269 1.1189 2.5565
H 2.0689 0.9989 3.9580
H -0.1972 1.2398 2.8792
```

=====

Taking the records one at a time from the top gives largest force on an atom values of 4.44 4.95 eV/Å.